ORCA calculation (wB97M-V/def2-TZVPD) on a molecular structure, C30H54FeGeN2S.

Each line ends with the Mulliken spin population.
Atoms and positions in Å:
Fe 0.166 0.424 0.781  1.28
C 1.176 0.810 2.544  -0.01
C 2.135 0.432 1.546  -0.06
C 2.013 1.414 0.484  0.01
C 1.060 2.395 0.941  -0.01
C 0.576 2.060 2.208  -0.08
C -0.293 2.915 3.094  0.02
C -1.306 3.714 2.271  0.00
C 0.660 3.889 3.811  0.00
C -1.023 2.077 4.144  0.00
C 2.752 1.619 -0.842  0.00
C 2.184 2.827 -1.601  -0.01
C 2.628 0.407 -1.769  0.01
C 4.226 1.958 -0.566  0.00
C 3.196 -0.598 1.937  -0.01
C 3.879 -1.373 0.812  0.00
C 2.594 -1.611 2.927  0.00
C 4.272 0.205 2.698  -0.01
H 1.005 0.275 3.463  0.00
H 0.736 3.243 0.363  0.00
H -0.812 4.390 1.574  0.00
H -1.930 4.320 2.930  0.00
H -1.961 3.052 1.697  0.00
H 1.189 4.518 3.094  0.00
H 1.401 3.347 4.401  0.00
H 0.094 4.536 4.484  0.00
H -1.701 1.353 3.682  0.00
H -1.620 2.730 4.782  0.00
H -0.327 1.537 4.787  0.00
H 1.124 2.720 -1.837  0.00
H 2.717 2.926 -2.547  0.00
H 2.326 3.758 -1.048  0.00
H 1.593 0.256 -2.084  0.00
H 2.959 -0.508 -1.297  0.00
H 3.232 0.566 -2.665  0.00
H 4.303 2.826 0.094  0.00
H 4.718 2.209 -1.507  0.00
H 4.780 1.142 -0.113  0.00
H 3.172 -1.947 0.219  0.00
H 4.577 -2.083 1.259  0.00
H 4.455 -0.739 0.146  0.00
H 1.665 -2.040 2.554  0.00
H 2.409 -1.160 3.904  0.00
H 3.301 -2.426 3.082  0.00
H 4.761 0.942 2.062  0.00
H 5.033 -0.480 3.076  0.00
H 3.834 0.728 3.550  0.00
S -1.019 1.132 -1.197  -0.02
C -2.252 0.724 -0.154  0.01
N -3.577 0.666 -0.467  0.00
C -4.501 0.195 0.394  0.00
C -4.107 -0.244 1.622  0.00
C -2.743 -0.150 1.927  -0.01
N -1.861 0.362 1.098  -0.01
H -3.844 0.943 -1.403  0.00
H -5.524 0.182 0.047  0.00
H -4.815 -0.644 2.330  0.00
H -2.364 -0.496 2.882  0.00
C -2.009 -7.309 -0.708  0.00
C -1.083 -7.090 0.483  0.00
C -0.006 -6.035 0.231  0.00
C -0.561 -4.621 0.031  0.00
Ge 0.832 -3.237 -0.095  0.00
C 1.452 -3.133 -1.955  0.00
C 1.899 -4.457 -2.579  0.00
C 3.117 -5.073 -1.900  0.00
C 3.555 -6.376 -2.557  0.00
H -2.727 -8.105 -0.511  0.00
H -1.437 -7.590 -1.596  0.00
H -2.575 -6.408 -0.950  0.00
H -0.600 -8.035 0.743  0.00
H -1.672 -6.796 1.359  0.00
H 0.578 -6.332 -0.647  0.00
H 0.696 -6.033 1.070  0.00
H -1.215 -4.365 0.873  0.00
H -1.179 -4.565 -0.870  0.00
H 1.941 -3.678 0.879  0.00
H 2.251 -2.394 -2.041  0.00
H 0.602 -2.725 -2.513  0.00
H 2.128 -4.299 -3.638  0.00
H 1.074 -5.178 -2.559  0.00
H 2.896 -5.253 -0.843  0.00
H 3.940 -4.350 -1.920  0.00
H 2.763 -7.126 -2.499  0.00
H 4.442 -6.790 -2.076  0.00
H 3.787 -6.222 -3.612  0.00
C -0.079 -1.570 0.411  -0.12
H -0.624 -1.893 1.313  0.01
H -0.860 -1.539 -0.366  0.00

Calculated values
⟨S²⟩: 0.81
HOMO level (spin up / spin down), eV: -11.096 / -11.187
ΔE to the lowest compared entry with this formula, charge and spin, kJ/mol: 21.03
Largest force on an atom, eV/Å: 0.3
Multiplicity: 2
Charge: +1
Kohn-Sham gap (spin up / spin down), eV: 6.954 / 7.039
LUMO (spin up / spin down), hartree: -0.1522 / -0.1524

***

ORCA calculation (wB97M-V/def2-TZVPD) on a molecular structure, C30H54N7OP2Pt.

Each line ends with the Mulliken spin population.
Atoms and positions in Å:
C -1.596 2.722 -0.309  0.00
C 0.219 2.525 -1.843  -0.02
C -1.961 3.936 -0.890  0.00
C -0.022 3.810 -2.327  0.01
C -1.145 4.494 -1.906  0.00
H -2.842 4.459 -0.494  0.00
H 0.622 4.163 -3.132  0.00
H -1.406 5.475 -2.334  0.00
N -0.587 2.033 -0.826  0.20
P -1.175 1.005 1.854  0.10
P 0.926 -0.146 -2.262  0.01
C -2.280 2.192 0.928  0.03
H -2.584 3.023 1.574  0.00
H -3.188 1.647 0.650  0.00
C 1.157 1.620 -2.419  0.06
H 1.949 2.064 -3.091  0.00
C 2.567 -1.091 -2.468  0.05
C -0.139 -0.376 -3.770  0.04
C -0.072 2.145 2.879  0.02
C -2.328 0.024 2.962  0.00
C 3.032 -1.632 -1.108  0.01
H 2.294 -2.319 -0.685  0.00
H 3.977 -2.177 -1.244  0.00
H 3.195 -0.831 -0.385  0.00
C 2.419 -2.309 -3.387  0.02
H 1.663 -3.014 -3.018  0.00
H 2.192 -2.035 -4.422  0.00
H 3.381 -2.843 -3.403  0.00
C 3.654 -0.157 -3.007  0.02
H 4.574 -0.747 -3.161  0.00
H 3.397 0.286 -3.976  0.00
H 3.884 0.638 -2.284  -0.01
C -0.641 -1.839 -3.803  0.03
H -0.730 -2.287 -2.801  -0.01
H -1.645 -1.855 -4.254  0.00
H 0.002 -2.474 -4.424  0.00
C -1.361 0.560 -3.717  0.01
H -1.993 0.360 -2.847  0.00
H -1.078 1.618 -3.733  0.00
H -1.965 0.355 -4.611  0.00
C 0.683 -0.009 -5.030  0.01
H 1.542 0.652 -4.849  0.00
H 1.032 -0.897 -5.573  0.00
H 0.025 0.536 -5.724  0.00
C -1.490 -0.783 3.963  0.02
H -2.180 -1.353 4.604  0.00
H -0.843 -1.507 3.447  -0.01
H -0.867 -0.161 4.617  0.00
C -3.144 -0.971 2.122  0.01
H -3.762 -0.466 1.370  0.00
H -2.508 -1.714 1.633  -0.01
H -3.819 -1.510 2.803  0.00
C -3.333 0.936 3.694  0.01
H -3.780 1.691 3.034  0.00
H -4.151 0.302 4.064  0.00
H -2.899 1.433 4.566  0.00
C 0.370 3.356 2.048  0.00
H -0.467 4.023 1.804  0.00
H 1.098 3.938 2.632  0.00
H 0.857 3.031 1.122  0.00
C 1.188 1.351 3.273  0.03
H 1.844 1.198 2.411  -0.01
H 1.739 1.928 4.032  0.00
H 0.957 0.371 3.701  0.00
C -0.773 2.681 4.134  0.01
H -1.708 3.204 3.895  0.00
H -0.961 1.903 4.883  0.00
H -0.105 3.420 4.601  0.00
Pt 0.016 0.032 0.005  0.99
C -1.508 -0.916 -0.591  0.20
O -2.475 -1.333 -1.018  0.01
N 2.005 1.021 0.325  0.01
C 2.626 1.749 -0.398  0.06
C 3.683 2.747 -0.626  0.00
C 3.921 3.308 -2.034  0.01
C 3.279 3.909 0.257  0.00
C 4.904 1.993 -0.112  0.01
H 4.201 2.551 -2.772  0.00
H 3.066 3.881 -2.415  0.00
H 4.771 4.012 -1.973  0.00
H 3.082 3.519 1.263  0.00
H 4.122 4.602 0.288  0.00
H 2.378 4.423 -0.113  0.00
H 5.761 2.200 -0.750  0.00
H 5.095 2.347 0.903  0.00
H 4.728 0.905 -0.061  0.00
N -0.740 -5.282 0.768  0.00
N -0.128 -4.035 0.964  0.00
N 0.741 -3.771 2.010  0.01
C 1.009 -2.475 1.789  0.00
N 0.344 -1.989 0.712  0.04
N -0.388 -2.996 0.187  -0.01
H 0.002 -5.955 0.565  0.00
H -1.158 -5.561 1.650  0.00
H 1.691 -1.916 2.411  0.00

Calculated values
⟨S²⟩: 2.01
HOMO level (spin up / spin down), eV: -8.190 / -8.852
Largest force on an atom, eV/Å: 4.0
Multiplicity: 3
Charge: +1
Kohn-Sham gap (spin up / spin down), eV: 5.608 / 6.266
LUMO (spin up / spin down), hartree: -0.0949 / -0.0950

***

ORCA calculation (wB97M-V/def2-TZVPD) on 12 unconnected molecules or ions with the total composition C30H54N8O4S4.

Each line ends with the Löwdin charge.
Atoms and positions in Å:
C -0.098 23.913 -19.314  -0.23
S -1.582 24.415 -18.314  0.87
O -2.619 23.283 -18.497  -0.61
C -0.936 24.162 -16.570  -0.23
H -0.146 24.321 -20.324  0.05
H -0.053 22.824 -19.353  0.04
H 0.811 24.370 -18.924  0.05
H -1.593 24.435 -15.744  0.04
H -0.067 24.800 -16.407  0.05
H -0.701 23.099 -16.537  0.04
C -11.706 27.501 -17.814  -0.24
S -11.384 25.834 -18.547  0.82
O -12.827 25.264 -18.618  -0.57
C -10.357 25.191 -17.200  -0.28
H -10.949 28.285 -17.785  0.06
H -12.125 27.280 -16.832  0.05
H -12.393 27.931 -18.543  0.04
H -9.348 25.605 -17.198  0.06
H -10.154 24.125 -17.300  0.02
H -10.839 25.299 -16.228  0.05
C -2.740 22.301 -11.220  -0.26
S -2.766 20.757 -12.224  0.82
O -2.626 19.739 -11.131  -0.56
C -4.532 21.030 -12.763  -0.26
H -2.988 23.204 -11.778  0.01
H -1.752 22.365 -10.765  0.05
H -3.578 22.251 -10.525  0.05
H -5.263 21.114 -11.958  0.06
H -5.018 20.328 -13.441  0.01
H -4.456 21.924 -13.382  0.03
C -9.941 23.625 -20.943  -0.25
S -8.474 22.866 -20.154  0.89
O -8.058 23.815 -19.019  -0.58
C -9.394 21.510 -19.320  -0.23
H -9.731 24.688 -21.062  0.05
H -10.883 23.436 -20.429  0.05
H -10.114 23.276 -21.961  0.06
H -10.198 21.960 -18.738  0.05
H -8.700 20.951 -18.692  0.04
H -9.819 20.791 -20.021  0.05
C -5.273 24.817 -16.054  -0.07
C -5.296 26.263 -15.951  -0.31
N -5.294 27.393 -15.887  0.14
H -5.079 24.470 -17.069  0.08
H -6.282 24.545 -15.743  0.06
H -4.393 24.571 -15.459  0.08
C -1.899 20.539 -17.967  -0.07
C -2.459 20.664 -19.366  -0.26
N -2.876 20.776 -20.428  0.15
H -1.786 19.552 -17.518  0.05
H -2.476 21.172 -17.294  0.05
H -0.897 20.966 -18.015  0.06
C -5.822 20.584 -21.117  -0.10
C -7.000 19.796 -21.442  -0.31
N -7.862 19.086 -21.676  0.13
H -5.902 21.521 -21.669  0.08
H -4.995 19.957 -21.451  0.06
H -5.671 20.806 -20.061  0.05
C -7.238 24.469 -13.202  -0.05
C -5.846 24.754 -12.789  -0.27
N -4.760 24.923 -12.424  0.15
H -7.418 25.288 -13.899  0.08
H -7.885 24.518 -12.326  0.09
H -7.269 23.464 -13.622  0.06
C -8.099 17.878 -14.843  -0.08
C -8.373 16.574 -14.200  -0.26
N -8.590 15.566 -13.659  0.12
H -8.705 18.035 -15.735  0.08
H -7.103 18.058 -15.249  0.06
H -8.334 18.673 -14.136  0.07
N -4.164 15.775 -19.341  0.01
C -3.445 16.504 -18.412  -0.13
C -4.260 17.492 -17.986  -0.16
C -5.524 17.402 -18.598  -0.10
C -5.416 16.311 -19.480  -0.12
H -3.919 14.905 -19.791  0.15
H -2.436 16.265 -18.112  0.11
H -4.020 18.224 -17.229  0.06
H -6.408 17.992 -18.401  0.08
H -6.195 15.875 -20.088  0.11
N -6.586 22.408 -17.268  0.01
C -7.343 22.073 -16.179  -0.16
C -6.680 21.133 -15.456  -0.15
C -5.543 20.800 -16.172  -0.11
C -5.477 21.599 -17.305  -0.09
H -6.850 23.067 -17.986  0.06
H -8.335 22.481 -16.056  0.11
H -7.101 20.664 -14.579  0.09
H -4.859 20.010 -15.899  0.06
H -4.802 21.636 -18.147  0.09
N -2.654 17.251 -14.957  0.02
C -1.395 16.668 -15.049  -0.14
C -0.378 17.646 -14.995  -0.07
C -1.111 18.914 -14.967  -0.12
C -2.494 18.626 -14.781  -0.15
H -3.542 16.770 -14.939  0.14
H -1.316 15.593 -15.112  0.10
H 0.697 17.545 -15.022  0.08
H -0.672 19.895 -15.078  0.08
H -3.315 19.307 -14.607  0.05

Calculated values
HOMO level, eV: -8.362
ΔE to the lowest compared entry with this formula, charge and spin, kJ/mol: 0.00
Largest force on an atom, eV/Å: 3.2
Kohn-Sham gap, eV: 8.507
LUMO, hartree: 0.0053